(1)
15
Properties=species:S:1:pos:R:3 method="wB97M-V/def2-TZVPD" max_force_ev_per_a=1.55 relative_energy_ev=2.637 total_energy_ha=-664.835857 spin_multiplicity=1
C 0.83674 -1.28209 -0.23583
C -0.94924 0.62010 0.35558
C -1.64125 0.87304 -0.94827
C -1.53327 1.96654 0.05570
H 2.81947 -1.06401 1.31413
H 3.50624 -2.46802 0.83751
H -0.12401 -1.60562 -0.71406
H -1.50425 0.04185 1.11115
H -1.04804 0.90240 -1.85371
H -2.61565 0.39556 -1.10000
H -2.44532 2.25113 0.56463
H -0.84861 2.78700 -0.23717
N 2.97125 -1.68470 0.48252
N 1.78238 -2.10345 -0.10198
S 0.79356 0.37026 0.46981

(2)
122
Properties=species:S:1:pos:R:3 method="wB97M-V/def2-TZVPD" max_force_ev_per_a=2.26 total_energy_ha=-3124.734124 total_charge=+1 spin_multiplicity=1
N -1.98900 1.74626 -8.73911
C -0.74790 1.07885 -8.31796
N -0.01208 1.79167 -7.24126
N 0.75066 2.95531 -7.53352
C 0.81623 3.34746 -8.68605
S 0.68679 3.92874 -10.10057
H -1.88008 1.89022 -9.74006
H -2.04343 2.68316 -8.34276
H -1.08394 0.13707 -7.86168
H -0.12680 0.75914 -9.15720
H -0.69297 2.03667 -6.51058
H 0.61508 1.10909 -6.77943
N 1.73083 0.58172 -4.46229
C 2.43850 -0.52360 -4.20687
C 3.57285 -0.54397 -3.41460
C 4.00515 0.64638 -2.85285
C 3.28701 1.80397 -3.10405
C 2.16450 1.71955 -3.90855
H 2.06591 -1.43187 -4.66743
H 4.10422 -1.46922 -3.24187
H 4.88836 0.67362 -2.22671
H 3.59320 2.75195 -2.68294
H 1.57150 2.60203 -4.12726
N 4.54801 1.84923 0.50918
C 5.21804 2.64693 1.33938
C 4.62136 3.62557 2.11886
C 3.24830 3.78830 2.02788
C 2.53262 2.97056 1.16692
C 3.22924 2.02153 0.43675
H 6.28963 2.48413 1.37428
H 5.21639 4.24302 2.77729
H 2.74313 4.54221 2.61821
H 1.45992 3.06675 1.06467
H 2.71440 1.35482 -0.24689
N -0.81722 -1.74650 -1.85832
C -1.68240 -1.75028 -0.84272
C -1.80511 -0.71104 0.06812
C -0.98256 0.39263 -0.08007
C -0.07530 0.41537 -1.12791
C -0.03456 -0.67419 -1.98443
H -2.30385 -2.63669 -0.76417
H -2.52662 -0.76807 0.87134
H -1.04735 1.22402 0.61131
H 0.58606 1.25928 -1.27878
H 0.65714 -0.69960 -2.82000
N -4.59794 -4.65085 -0.60201
C -4.88532 -4.40361 -1.88334
C -5.21500 -5.38560 -2.80339
C -5.24595 -6.70297 -2.37632
C -4.94997 -6.98343 -1.05449
C -4.63547 -5.92836 -0.21052
H -4.84506 -3.35894 -2.17535
H -5.44118 -5.12463 -3.82862
H -5.49801 -7.49944 -3.06567
H -4.96310 -7.99838 -0.68115
H -4.40247 -6.10344 0.83395
N -0.86831 7.26344 -6.21310
C -0.40147 8.50349 -6.07233
C 0.91368 8.86607 -6.32757
C 1.79502 7.88558 -6.74933
C 1.32813 6.58955 -6.89961
C -0.00480 6.33705 -6.62073
H -1.12578 9.23712 -5.73744
H 1.23633 9.88972 -6.19837
H 2.82950 8.12672 -6.95802
H 1.98490 5.79302 -7.22586
H -0.41543 5.33706 -6.72723
N -5.42771 -6.91864 2.71371
C -5.13512 -8.09241 3.27401
C -5.93484 -8.71708 4.21810
C -7.10445 -8.08689 4.60694
C -7.42741 -6.86652 4.03931
C -6.56062 -6.32988 3.10184
H -4.20794 -8.54805 2.94171
H -5.64725 -9.67169 4.63726
H -7.75572 -8.54013 5.34289
H -8.33042 -6.34247 4.31779
H -6.77409 -5.37715 2.62780
N -7.22233 -5.53047 7.14600
C -8.08929 -5.53269 8.15977
C -8.21566 -4.49511 9.06971
C -7.39322 -3.39130 8.92298
C -6.48442 -3.36857 7.87808
C -6.44136 -4.45807 7.02163
H -8.71083 -6.41876 8.23748
H -8.93904 -4.55050 9.87186
H -7.46139 -2.56211 9.61180
H -5.82394 -2.52508 7.72902
H -5.74791 -4.48354 6.18682
N -9.45698 -0.94084 9.81383
C -8.80938 -0.13895 10.65956
C -9.42817 0.83448 11.42765
C -10.79935 0.98836 11.30974
C -11.49179 0.16700 10.43581
C -10.77626 -0.77743 9.71658
H -7.73635 -0.29279 10.71763
H -8.85079 1.45476 12.09948
H -11.32122 1.73788 11.89118
H -12.56264 0.25543 10.31429
H -11.27674 -1.44452 9.02299
N 8.92246 4.04104 -2.30162
C 7.79776 3.65977 -1.69486
C 7.53965 2.35850 -1.29632
C 8.50435 1.39315 -1.54515
C 9.67878 1.76701 -2.17499
C 9.83787 3.09868 -2.52970
H 7.07125 4.44828 -1.52412
H 6.60909 2.10661 -0.80658
H 8.34142 0.36341 -1.25020
H 10.45520 1.04696 -2.38601
H 10.74209 3.43827 -3.02054
N 12.83002 2.16835 -1.53100
C 13.55362 1.07279 -1.29762
C 14.70913 1.05915 -0.53296
C 15.14295 2.25231 0.02021
C 14.40751 3.40268 -0.21049
C 13.26412 3.30562 -0.98772
H 13.17842 0.16194 -1.75275
H 15.25403 0.13838 -0.37587
H 16.04164 2.28505 0.62306
H 14.71234 4.35422 0.20294
H 12.65474 4.18018 -1.19178

(3)
8
Properties=species:S:1:pos:R:3 method="wB97M-V/def2-TZVPD" max_force_ev_per_a=3.61 relative_energy_ev=3.283 total_energy_ha=-451.693841 spin_multiplicity=1
C 1.02898 -1.40929 1.17253
C -0.45622 -1.25948 1.49761
C 0.59519 -0.19774 0.14207
C -0.84343 -0.30560 0.56859
I -1.38439 -2.16375 3.12957
H 1.02993 0.71559 0.45880
H 0.85092 -0.54617 -0.87923
H -1.58054 0.53918 0.65774

(4)
34
Properties=species:S:1:pos:R:3 method="wB97M-V/def2-TZVPD" max_force_ev_per_a=4.00 total_energy_ha=-1864.694119 total_charge=-2 spin_multiplicity=1
C 1.79296 -2.15022 0.84104
C 2.00070 -2.13939 -0.56933
C 0.73720 -2.41264 -1.19852
H 2.95844 -1.99430 -1.05428
C -0.21465 -2.62611 -0.17136
C 0.43902 -2.48671 1.08380
H -0.02099 -2.64092 2.05734
H 2.54437 -1.95992 1.60313
H 0.56107 -2.48146 -2.26950
H -1.26485 -2.85081 -0.32165
Sn 1.01093 0.53598 -0.93769
Cl 3.13817 1.09004 -0.10595
C 0.71559 2.20426 -2.64544
C -0.49879 1.58680 -3.07798
C -0.21011 0.28652 -3.53646
H -1.44562 2.10983 -3.17912
C 1.18988 0.05210 -3.42103
C 1.79912 1.28031 -2.97266
H 2.85290 1.51737 -3.01194
H 0.83013 3.25119 -2.37947
H -0.91923 -0.38186 -4.01664
H 1.72991 -0.82789 -3.77135
F -3.04002 0.80141 5.09558
C -2.38395 0.74987 3.92173
C -3.00721 1.20624 2.75529
F -4.28328 1.65139 2.78425
C -2.29072 1.31173 1.57756
F -2.91844 1.67807 0.43628
C -0.89842 1.07522 1.55674
O -0.14806 1.48082 0.53704
C -0.31166 0.52626 2.72309
F 1.01429 0.23090 2.74696
C -1.03214 0.37975 3.89464
F -0.42655 -0.05385 5.02591

(5)
31
Properties=species:S:1:pos:R:3 method="wB97M-V/def2-TZVPD" max_force_ev_per_a=7.66 relative_energy_ev=10.424 total_energy_ha=-597.101657 spin_multiplicity=1
C -1.66267 -1.67402 0.79967
C -1.11639 -0.25120 0.72186
C -1.35547 0.54801 -0.40931
C -0.42637 1.63583 -0.99666
C 0.42015 2.47402 -0.17454
C 1.16752 1.88849 0.91092
C 1.50913 0.42604 0.29388
C 2.81212 0.10780 -0.08840
C 3.06699 -1.32128 -0.21391
C 2.03375 -2.10073 -0.51762
C 0.75247 -1.63681 -0.13170
C 0.49947 -0.45205 0.33628
H -2.91576 -0.95807 -0.75743
H -3.28501 -2.88275 -0.34259
H -0.97731 -2.35953 1.39131
H -2.34285 -1.57674 1.71803
H -1.34338 -0.00458 1.82975
H -1.33069 -0.22909 -1.17606
H -2.58335 2.25488 -0.66239
H 0.03019 1.00587 -1.70496
H -0.96458 2.27421 -1.59594
H 1.32497 3.10323 -0.90529
H -0.08014 3.37174 0.23905
H 2.04409 2.45661 1.37478
H 0.15000 1.84438 1.75830
H 3.64813 0.65216 0.12811
H 4.07001 -1.83680 -0.18809
H 1.94584 -3.17525 -0.74968
H 0.02810 -2.52662 -0.37517
N -2.51675 -2.16834 -0.42755
O -2.60222 1.11060 -0.08467

(6)
115
Properties=species:S:1:pos:R:3 method="wB97M-V/def2-TZVPD" max_force_ev_per_a=3.70 relative_energy_ev=2.128 s2=0.7542 total_energy_ha=-2023.038673 total_charge=+1 spin_multiplicity=2
C -6.24099 -1.56630 -0.75926
O -5.72568 -0.48572 0.01176
H -6.53049 -2.40829 -0.13050
H -7.07904 -1.41633 -1.43991
H -5.48558 -2.06268 -1.36841
H -5.09887 -0.82618 0.65425
C -3.40979 -0.44694 -3.90187
O -4.79861 -0.88637 -3.80522
H -3.33853 -0.06654 -4.92085
H -3.22355 0.43193 -3.28461
H -2.60446 -1.14949 -3.68749
H -5.39726 -0.16506 -4.01246
C -4.04756 1.40004 3.25668
O -3.13900 0.60147 4.01307
H -4.51051 0.67023 2.59249
H -4.87891 1.76603 3.85918
H -3.64894 2.28473 2.76017
H -2.50027 1.16418 4.45689
C -3.01786 -4.12798 3.77703
O -2.53742 -4.11446 2.47000
H -3.95991 -3.58010 3.75548
H -3.27297 -5.13963 4.09262
H -2.24572 -3.70463 4.41943
H -1.86954 -4.78052 2.29140
C -5.16982 -5.81758 0.07631
O -4.57750 -4.53361 0.04053
H -4.81974 -6.45412 -0.73632
H -4.93933 -6.34021 1.00466
H -6.25956 -5.83218 0.05734
H -4.37632 -4.32950 0.95675
C 4.46941 2.15692 4.57925
C 4.51123 1.79682 3.09730
C 3.62228 2.86461 2.25156
O 2.17211 2.94157 2.34637
C 1.49477 1.69294 2.00658
N 5.79576 1.53520 2.63179
H 3.42887 2.35480 4.83658
H 5.09846 2.98837 4.89721
H 4.73532 1.16852 4.95403
H 4.19517 0.78065 2.86147
H 3.83939 2.78218 1.18658
H 4.04891 3.83683 2.49830
H 1.82547 0.77164 2.48610
H 1.82615 1.46568 0.99335
H 0.40760 1.76208 2.04383
H 6.16548 0.78042 3.19187
H 6.38336 2.27208 2.99488
C -0.81825 7.62734 -1.22121
C -0.43053 6.14437 -1.58411
C 0.77969 5.55789 -0.77918
O 2.03228 6.25176 -1.01514
C 2.99353 5.74769 -0.04540
N -1.51874 5.22375 -1.29294
H -1.70445 7.88148 -1.80274
H -0.11494 8.42472 -1.46129
H -1.13758 7.62915 -0.17904
H -0.05370 6.04893 -2.60244
H 0.85599 4.49269 -0.99740
H 0.47779 5.53885 0.26800
H 2.67209 5.81718 0.99381
H 3.91805 6.32290 -0.09538
H 3.22943 4.69100 -0.17138
H -1.66158 4.99763 -0.31899
H -2.38596 5.64118 -1.59916
C 0.84948 -6.80524 0.04663
C 0.36564 -5.87187 1.19437
C 0.66099 -4.40406 0.71094
O 2.16096 -4.23265 0.59655
C 2.65469 -2.90012 0.80202
N -1.02704 -6.10257 1.46899
H 0.37715 -6.59272 -0.91245
H 0.68360 -7.85918 0.26980
H 1.93671 -6.85577 0.10565
H 0.99649 -6.06580 2.06185
H 0.31563 -3.68186 1.45071
H 0.15344 -4.24521 -0.24051
H 2.50008 -2.75193 1.87077
H 2.27732 -2.13912 0.11896
H 3.73015 -2.73422 0.86500
H -0.88550 -7.10250 1.48313
H -1.51213 -5.90768 0.60481
C 4.04137 0.95449 -6.54293
C 4.66635 0.55296 -5.12861
C 4.14369 1.20641 -3.86718
O 4.50451 0.54978 -2.64184
C 3.80030 0.95697 -1.42872
N 4.64679 -0.86998 -5.15803
H 2.96811 0.80616 -6.66215
H 4.55517 0.54707 -7.41363
H 4.17514 2.02922 -6.66606
H 5.70356 0.85555 -5.27260
H 3.06222 1.27156 -3.98666
H 4.46377 2.24832 -3.85774
H 4.22572 0.41111 -0.58661
H 2.71819 0.83395 -1.47349
H 3.92323 2.02086 -1.22589
H 3.74543 -1.02018 -4.72780
H 5.39357 -1.09718 -4.51709
C -1.96835 -2.02766 -0.18610
C -1.84414 -0.96414 0.93424
C -1.89216 0.50652 0.50547
O -0.75375 0.79069 -0.27203
C -0.60773 2.22773 -0.58679
N -2.89278 -1.25856 1.85596
H -2.83526 -1.73911 -0.78050
H -2.16303 -3.02990 0.19560
H -1.07202 -2.03599 -0.80629
H -0.91602 -1.18294 1.46228
H -2.03162 1.08290 1.42003
H -2.72568 0.76273 -0.14853
H -1.29727 2.49920 -1.38613
H 0.38686 2.30633 -1.02579
H -0.83602 2.98246 0.16578
H -3.01833 -2.22522 2.12034
H -2.95681 -0.77386 2.73974

(7)
72
Properties=species:S:1:pos:R:3 method="wB97M-V/def2-TZVPD" max_force_ev_per_a=0.43 relative_energy_ev=0.321 s2=6.0082 total_energy_ha=-3170.680843 spin_multiplicity=5
Fe -1.37591 0.42138 -0.39519
C -1.17329 2.00365 -4.58538
C -1.95441 1.58517 -3.35052
C -3.35981 2.17299 -3.34750
O -1.24280 1.99473 -2.17371
C -2.07635 0.04889 -3.29396
O -2.53805 -0.52757 -4.27146
O -1.70315 -0.50105 -2.19576
H -1.20847 3.08911 -4.70827
H -1.59625 1.52157 -5.46549
H -0.13076 1.69777 -4.48317
H -3.32501 3.25266 -3.52093
H -3.84786 1.98278 -2.38679
H -3.94682 1.70685 -4.13770
H -1.69388 2.74517 -1.77188
C 3.55959 4.69827 1.96868
O 2.33742 5.28503 2.38471
C 1.19601 4.63348 2.07005
C 0.00665 5.28547 2.47410
C -1.18918 4.71056 2.17797
C -1.29693 3.48704 1.46696
C -2.56754 2.94646 1.09100
C -3.85572 3.41182 1.72663
O -2.69352 2.05755 0.22585
C -0.08829 2.80225 1.10073
O -0.05507 1.64783 0.54936
C 1.15050 3.42980 1.41436
H 4.34622 5.36658 2.30506
H 3.60029 4.60404 0.88140
H 3.70155 3.71473 2.42168
H 0.07625 6.22732 3.00037
H -2.08337 5.23998 2.47633
H -3.76385 4.27688 2.37348
H -4.23641 2.57566 2.31814
H -4.58591 3.61609 0.94284
H 2.04064 2.89954 1.10991
O -2.82363 -1.00065 0.42891
N -3.73179 -1.18511 -0.51858
C -4.76597 -0.33130 -0.60969
C -5.69464 -0.45990 -1.61807
C -5.56492 -1.48486 -2.54359
C -4.50319 -2.36270 -2.41399
C -3.59658 -2.19291 -1.39128
H -4.76738 0.45273 0.13266
H -6.50566 0.25248 -1.67571
H -6.26487 -1.58373 -3.36229
H -4.34365 -3.16228 -3.12234
H -2.72016 -2.80440 -1.25160
N 4.73618 -3.36964 0.90257
C 5.46708 -4.38310 1.48438
C 6.81534 -4.72766 1.43356
C 7.19443 -5.84853 2.14501
C 6.26349 -6.60412 2.87913
C 4.92869 -6.25663 2.92237
C 4.52675 -5.12420 2.21188
N 3.26630 -4.56887 2.06821
C 3.43113 -3.53586 1.29031
C 2.33756 -2.66007 0.83841
C 1.04260 -2.90851 1.28193
C 0.01605 -2.10440 0.82641
N 0.21427 -1.09449 -0.02708
C 1.45337 -0.84664 -0.44210
C 2.53959 -1.60103 -0.03828
H 5.09625 -2.64184 0.31289
H 7.53297 -4.15155 0.86233
H 8.23254 -6.15563 2.13704
H 6.60638 -7.47873 3.41736
H 4.20208 -6.83493 3.47880
H 0.86902 -3.72528 1.96850
H -1.00950 -2.26088 1.13719
H 1.56917 -0.01404 -1.12487
H 3.52420 -1.35121 -0.41229